No. 1
C28H57IrN4O8P as an isolated structure. Source: the OMol25 dataset; level of theory: ωB97M-V/def2-TZVPD.

The geometry in XYZ format:
```
99
C28H57IrN4O8P ωB97M-V/def2-TZVPD
Ir 0.11968 -0.71995 -0.10315
C -0.61096 -4.09615 -2.41772
C -0.98269 -4.03765 -0.93377
C -2.50000 -3.99149 -0.65884
C -3.46374 -3.11561 -1.48973
C -3.98221 -3.71819 -2.79239
C -4.65899 -2.80240 -0.59224
N -2.66142 -1.87219 -1.85490
C -3.32366 -0.54013 -1.89560
C -3.16317 0.13781 -0.54931
N -1.78997 0.58473 -0.13841
C -1.37249 1.57728 -1.17786
C -0.57092 0.88072 -2.27876
O -0.35225 1.36894 -3.33711
O -0.23203 -0.42653 -2.00784
C -2.02167 1.20553 1.26039
C -2.70522 2.56899 1.18475
C -0.76602 1.32683 2.12195
C -0.32091 0.06928 2.88237
C 1.09946 0.22513 3.39805
C -1.28694 -0.25272 4.02183
N -0.39149 -1.08414 1.88601
C 0.24250 -2.36412 2.30661
C -0.19385 -3.44815 1.32371
N -0.11442 -3.03781 -0.12952
C 1.27617 -3.36026 -0.59750
C 2.27453 -2.57383 0.19763
O 3.25789 -3.00544 0.71027
O 1.91960 -1.28248 0.25099
H -1.36489 -4.67486 -2.94618
H 0.32789 -4.61758 -2.57887
H -0.50405 -3.11835 -2.89247
H -0.66669 -4.99783 -0.51395
H -2.66218 -3.71293 0.38354
H -2.86150 -5.01869 -0.72799
H -4.42342 -4.69420 -2.59519
H -3.20805 -3.84607 -3.54712
H -4.76543 -3.08837 -3.21711
H -5.14600 -3.75097 -0.36448
H -5.40659 -2.17618 -1.07588
H -4.37136 -2.36069 0.36099
H -1.88856 -1.77120 -1.19153
H -2.18801 -2.04537 -2.74060
H -4.38096 -0.68253 -2.10164
H -2.90359 0.03438 -2.71815
H -3.56712 -0.50004 0.23401
H -3.79296 1.02527 -0.58406
H -0.74745 2.35209 -0.74812
H -2.24315 2.05716 -1.62760
H -2.70832 0.49685 1.73238
H -2.00388 3.33514 0.85173
H -3.02997 2.83988 2.18860
H -3.58645 2.60201 0.54851
H -0.93960 2.10156 2.87062
H 0.04635 1.70961 1.51639
H 1.14730 1.14119 3.98861
H 1.83441 0.31678 2.59584
H 1.38332 -0.59485 4.05890
H -1.29679 0.58244 4.72106
H -0.98133 -1.13307 4.58645
H -2.31455 -0.40263 3.67681
H -1.38935 -1.29088 1.80910
H -0.09129 -2.63991 3.30692
H 1.31730 -2.22116 2.34506
H -1.22018 -3.72968 1.54540
H 0.41836 -4.34119 1.46913
H 1.38722 -3.05504 -1.63544
H 1.46823 -4.42918 -0.49785
C 1.03819 5.29709 1.43524
C 2.11353 4.22830 1.45843
C 2.38883 3.74227 2.86932
C 3.38164 4.69993 0.77032
O 1.50414 3.11345 0.68517
P 2.28964 1.86157 0.12826
O 3.21623 1.18591 1.04732
O 1.00360 1.00738 -0.31987
O 2.79840 2.39307 -1.25528
C 3.82185 1.76000 -2.12599
C 3.58875 0.26037 -2.20219
C 5.18736 2.08508 -1.54869
C 3.59699 2.42321 -3.46944
H 1.36331 6.16229 2.01297
H 0.11508 4.92158 1.88162
H 0.83837 5.62073 0.41376
H 2.88055 4.53832 3.42868
H 3.03858 2.86772 2.86307
H 1.45487 3.50471 3.38626
H 3.75412 5.58671 1.28312
H 3.18786 4.95436 -0.27063
H 4.16009 3.93646 0.81277
H 3.69153 -0.19588 -1.21809
H 4.34428 -0.17718 -2.85569
H 2.60395 0.04246 -2.62388
H 5.29305 1.68153 -0.54214
H 5.33689 3.16461 -1.52158
H 5.96349 1.65169 -2.17999
H 2.61565 2.16708 -3.86972
H 4.35906 2.09229 -4.17564
H 3.66864 3.50594 -3.37324
```

The gap between HOMO and LUMO (spin up / spin down) comes out at 0.3127 / 0.2362 Eh. For the HOMO energy (spin up / spin down), the calculation gives -0.5365 / -0.5363 Eh. As for the spin multiplicity: 2. For the relative energy (zero: lowest compared OMol25 entry of this formula, charge and spin), the calculation gives 0.517 eV. As for the total charge: +2.

The computed Mulliken charges, all in e, follow: atom 1 (Ir): 3.361, atom 2 (C): -2.024, atom 3 (C): -0.207, atom 4 (C): -1.629, atom 5 (C): 1.480, atom 6 (C): -1.532, atom 7 (C): -1.931, atom 8 (N): 1.191, atom 9 (C): -1.260, atom 10 (C): -1.184, atom 11 (N): 0.725, atom 12 (C): -0.573, atom 13 (C): 0.238, atom 14 (O): -0.586, atom 15 (O): -0.689, atom 16 (C): -0.592, atom 17 (C): -1.544, atom 18 (C): -0.079, atom 19 (C): 0.667, atom 20 (C): -1.932, atom 21 (C): -1.554, atom 22 (N): -0.087, atom 23 (C): -1.083, atom 24 (C): -1.323, atom 25 (N): 0.719, atom 26 (C): -1.139, atom 27 (C): 0.012, atom 28 (O): -0.550, atom 29 (O): -0.243, atom 30 (H): 0.375, atom 31 (H): 0.568, atom 32 (H): 0.428, atom 33 (H): 0.876, atom 34 (H): 0.343, atom 35 (H): 0.535, atom 36 (H): 0.443, atom 37 (H): 0.439, atom 38 (H): 0.410, atom 39 (H): 0.415, atom 40 (H): 0.425, atom 41 (H): 0.540, atom 42 (H): -1.882, atom 43 (H): 0.658, atom 44 (H): 0.602, atom 45 (H): 0.525, atom 46 (H): 0.446, atom 47 (H): 0.502, atom 48 (H): 0.129, atom 49 (H): 0.735, atom 50 (H): 0.574, atom 51 (H): 0.348, atom 52 (H): 0.489, atom 53 (H): 0.300, atom 54 (H): 1.426, atom 55 (H): -1.173, atom 56 (H): 0.518, atom 57 (H): 0.336, atom 58 (H): 0.463, atom 59 (H): 0.445, atom 60 (H): 0.418, atom 61 (H): 0.327, atom 62 (H): 0.462, atom 63 (H): 0.698, atom 64 (H): 0.441, atom 65 (H): 0.677, atom 66 (H): 0.216, atom 67 (H): 0.578, atom 68 (H): 0.733, atom 69 (C): -1.709, atom 70 (C): 1.416, atom 71 (C): -1.449, atom 72 (C): -1.513, atom 73 (O): -0.701, atom 74 (P): -0.321, atom 75 (O): -0.894, atom 76 (O): 1.289, atom 77 (O): -0.088, atom 78 (C): 1.606, atom 79 (C): -1.279, atom 80 (C): -1.644, atom 81 (C): -1.691, atom 82 (H): 0.451, atom 83 (H): 0.301, atom 84 (H): 0.326, atom 85 (H): 0.570, atom 86 (H): 0.259, atom 87 (H): 0.225, atom 88 (H): 0.568, atom 89 (H): 0.330, atom 90 (H): 0.314, atom 91 (H): 0.167, atom 92 (H): 0.629, atom 93 (H): 0.149, atom 94 (H): 0.293, atom 95 (H): 0.358, atom 96 (H): 0.486, atom 97 (H): 0.330, atom 98 (H): 0.420, atom 99 (H): 0.363

No. 2
A 3-piece molecular cluster, C28H58FN3O7PS overall in a non-equilibrium geometry. Source: the OMol25 dataset; level of theory: ωB97M-V/def2-TZVPD.

The geometry in XYZ format:
```
99
C28H58FN3O7PS ωB97M-V/def2-TZVPD
C 0.78246 -1.47049 3.53214
C -0.71353 -1.60137 3.91920
C -1.00143 -1.97009 5.42020
N -1.72741 -1.48462 3.12507
C -1.82156 -0.17926 2.44988
C -3.07954 -0.34960 1.48997
C -2.94869 -1.55809 0.51507
F -2.72628 -1.15450 -0.81652
C -2.19745 1.12615 3.30300
O -1.52049 2.29684 2.77905
P -0.00104 1.58781 2.22233
C 0.02290 2.55316 0.55899
C 1.49005 2.90688 0.13739
C 2.29887 1.71734 -0.49849
S 1.38965 0.81702 -1.80898
O 0.35086 -0.10158 -1.26629
O 0.84722 1.72944 -2.83829
O 2.48797 -0.17871 -2.57543
O -0.81304 0.22210 1.52552
H 0.91035 -1.44338 2.43535
H 1.21961 -0.56281 4.01342
H 1.31747 -2.33686 4.00220
H -1.63363 -1.21091 5.91523
H -1.43798 -2.99919 5.46551
H -0.01725 -2.05471 5.94943
H -3.16512 0.56490 0.85047
H -4.04231 -0.43307 2.04385
H -3.92630 -2.09888 0.51599
H -2.15421 -2.28384 0.77808
H -3.24975 1.33859 2.98300
H -2.03452 1.12024 4.40435
H 0.67712 2.74261 2.79799
H 1.25609 0.89481 1.95783
H 0.04626 1.06129 3.58961
H -0.49351 3.52383 0.77155
H -0.57157 2.05832 -0.24140
H 2.02814 3.17159 1.08261
H 1.53372 3.81978 -0.50186
H 2.70863 1.04296 0.28574
H 3.19006 2.16909 -1.00884
H 2.02493 -1.02720 -2.64219
C -4.00237 0.50001 -3.76843
C -5.49487 0.54616 -3.35268
C -6.40573 0.20826 -4.54599
C -6.53319 1.34121 -5.55607
C -6.99055 2.61691 -4.85437
C -6.07959 3.00553 -3.68013
N -5.82016 1.86938 -2.74818
O -6.90279 1.71438 -2.00686
C -4.75528 3.56415 -4.24769
C -6.69756 4.21113 -2.94927
C -5.61362 -0.61197 -2.34584
H -3.85387 -0.17303 -4.61700
H -3.57489 1.45719 -4.04489
H -3.37677 0.13712 -2.94989
H -7.40933 -0.04266 -4.18433
H -6.03906 -0.68719 -5.05355
H -5.58219 1.49737 -6.07432
H -7.26114 1.06671 -6.32514
H -7.03149 3.43303 -5.58200
H -8.01776 2.47294 -4.50161
H -4.00861 3.68248 -3.46069
H -4.91139 4.54717 -4.69733
H -4.33494 2.95099 -5.04422
H -7.71184 4.01528 -2.59801
H -6.76464 5.07158 -3.61856
H -6.08702 4.50499 -2.09272
H -5.03026 -0.41251 -1.44603
H -5.22936 -1.53449 -2.78775
H -6.64430 -0.81256 -2.04675
C 5.89802 -2.10218 -0.60124
C 5.24337 -1.93516 0.79345
C 5.53611 -0.53957 1.37051
C 6.95857 -0.38107 1.89081
C 7.26792 -1.47682 2.90713
C 7.02389 -2.88738 2.34943
N 5.68604 -3.03135 1.70258
O 4.79132 -3.13444 2.66952
C 8.15581 -3.22502 1.35308
C 7.22083 -3.91108 3.48220
C 3.73581 -1.98842 0.48602
H 6.02410 -1.13428 -1.09220
H 6.87000 -2.58371 -0.59559
H 5.27926 -2.72128 -1.25466
H 4.84449 -0.32920 2.19360
H 5.34154 0.22560 0.61477
H 7.67214 -0.40233 1.06093
H 7.06786 0.59784 2.36508
H 8.30683 -1.37930 3.23622
H 6.65106 -1.31270 3.79705
H 7.93067 -4.13622 0.79551
H 9.09777 -3.39156 1.87971
H 8.36330 -2.42076 0.64764
H 6.57190 -3.72089 4.33809
H 8.24524 -3.87349 3.85874
H 7.03545 -4.92798 3.12849
H 3.43779 -2.97374 0.12038
H 3.48492 -1.26078 -0.28976
H 3.11687 -1.74786 1.35114
```

The gap between HOMO and LUMO (spin up / spin down) comes out at 0.2453 / 0.2290 Eh. For the HOMO energy (spin up / spin down), the calculation gives -0.1638 / -0.1638 Eh. As for the spin multiplicity: 3. For the relative energy (zero: lowest compared OMol25 entry of this formula, charge and spin), the calculation gives 0.000 eV. As for the total charge: -1.

The computed Mulliken charges, all in e, follow: atom 1 (C): -1.094, atom 2 (C): 0.729, atom 3 (C): -1.174, atom 4 (N): -0.548, atom 5 (C): 0.793, atom 6 (C): -1.228, atom 7 (C): -0.459, atom 8 (F): -0.223, atom 9 (C): -0.469, atom 10 (O): -0.588, atom 11 (P): 0.199, atom 12 (C): -0.946, atom 13 (C): -0.871, atom 14 (C): -0.019, atom 15 (S): 1.103, atom 16 (O): -0.508, atom 17 (O): -0.687, atom 18 (O): -0.519, atom 19 (O): 0.046, atom 20 (H): 0.033, atom 21 (H): 0.295, atom 22 (H): 0.512, atom 23 (H): 0.287, atom 24 (H): 0.276, atom 25 (H): 0.321, atom 26 (H): 0.326, atom 27 (H): 0.477, atom 28 (H): 0.201, atom 29 (H): 0.348, atom 30 (H): 0.342, atom 31 (H): 0.278, atom 32 (H): 0.086, atom 33 (H): -0.439, atom 34 (H): -0.034, atom 35 (H): 0.358, atom 36 (H): 0.358, atom 37 (H): 0.417, atom 38 (H): 0.362, atom 39 (H): -0.209, atom 40 (H): 0.505, atom 41 (H): 0.344, atom 42 (C): -1.378, atom 43 (C): 1.838, atom 44 (C): -1.504, atom 45 (C): -0.486, atom 46 (C): -1.228, atom 47 (C): 1.786, atom 48 (N): 0.457, atom 49 (O): -0.589, atom 50 (C): -2.025, atom 51 (C): -1.817, atom 52 (C): -1.712, atom 53 (H): 0.266, atom 54 (H): 0.261, atom 55 (H): 0.261, atom 56 (H): 0.371, atom 57 (H): 0.434, atom 58 (H): 0.278, atom 59 (H): 0.401, atom 60 (H): 0.359, atom 61 (H): 0.358, atom 62 (H): 0.427, atom 63 (H): 0.464, atom 64 (H): 0.407, atom 65 (H): 0.363, atom 66 (H): 0.419, atom 67 (H): 0.447, atom 68 (H): 0.273, atom 69 (H): 0.433, atom 70 (H): 0.408, atom 71 (C): -1.729, atom 72 (C): 1.960, atom 73 (C): -1.104, atom 74 (C): -0.749, atom 75 (C): -1.232, atom 76 (C): 1.847, atom 77 (N): 0.378, atom 78 (O): -0.556, atom 79 (C): -1.976, atom 80 (C): -1.861, atom 81 (C): -1.839, atom 82 (H): 0.309, atom 83 (H): 0.338, atom 84 (H): 0.442, atom 85 (H): 0.379, atom 86 (H): 0.338, atom 87 (H): 0.300, atom 88 (H): 0.410, atom 89 (H): 0.382, atom 90 (H): 0.391, atom 91 (H): 0.392, atom 92 (H): 0.454, atom 93 (H): 0.403, atom 94 (H): 0.357, atom 95 (H): 0.430, atom 96 (H): 0.446, atom 97 (H): 0.647, atom 98 (H): 0.251, atom 99 (H): 0.239